C4H12N2 | the ωB97M-V functional and the def2-TZVPD basis

Each atom is followed by the atoms it is bonded to, with distances in Å.
Element x y z (Å)
1 N 1.20 -0.16 1.29  C3 1.387, H10 1.015, H16 1.018
2 N -1.94 -0.59 -0.08  C4 1.452, C6 1.446, H13 1.003
3 C 1.76 0.39 0.14  N1 1.387, C5 1.363, H18 1.086
4 C -1.94 0.76 0.45  N2 1.452, H7 1.089, H8 1.087, H9 1.099
5 C 3.09 0.60 -0.02  C3 1.363, H11 1.081, H15 1.090
6 C -1.13 -0.95 -1.22  N2 1.446, H12 1.092, H14 1.081, H17 1.101
7 H -2.35 0.69 1.46  C4 1.089
8 H -0.95 1.19 0.54  C4 1.087
9 H -2.54 1.45 -0.17  C4 1.099
10 H 0.23 -0.45 1.23  N1 1.015
11 H 3.48 1.57 -0.30  C5 1.081
12 H -0.10 -1.14 -0.90  C6 1.092
13 H -2.85 -0.99 0.02  N2 1.003
14 H -1.58 -1.78 -1.73  C6 1.081
15 H 3.76 -0.23 0.20  C5 1.090
16 H 1.82 -0.87 1.68  N1 1.018
17 H -1.02 -0.11 -1.93  C6 1.101
18 H 1.06 0.63 -0.65  C3 1.086

Values from the calculation:
**SMILES**: C=CN.CNC
**Gap between HOMO and LUMO**: 8.6 eV
**HOMO energy**: -7.53 eV